[1]
DFT (wB97M-V/def2-TZVPD) results for C41H42BF3O4S as an isolated structure.

Geometry as ORCA input:
```
! wB97M-V def2-TZVPD RIJCOSX def2/J DEFGRID3
* xyz 0 1
C 1.6114 -5.9710 3.2700
C 1.7142 -4.6184 2.6825
C 2.8114 -4.1382 1.9860
C 2.7893 -2.7317 1.7720
C 1.5241 -2.1592 1.9723
B 0.1624 -1.5628 -2.8095
C 1.2748 -0.8045 2.3615
C 2.2638 0.1969 2.2872
C 2.0312 1.4338 2.8891
C 0.8122 1.6500 3.5221
C 0.6123 2.8152 4.4388
F -0.6165 3.4190 4.2621
F 0.6478 2.4519 5.7546
F 1.5438 3.7935 4.2866
C -0.2273 0.7293 3.4497
C 0.0115 -0.5126 2.9014
O 1.4887 -1.8201 -2.9250
C 1.5154 -3.2300 -3.2074
C 1.8077 -3.2914 -4.7081
C 2.6710 -3.7318 -2.3425
C 0.0599 -3.7884 -2.8187
C -0.6471 -4.5747 -3.9240
C 0.0292 -4.6151 -1.5358
O -0.7268 -2.5821 -2.6167
S 0.5496 -3.4047 2.9040
H 2.6125 -6.4103 3.3188
H 1.2097 -5.9249 4.2869
H 0.9872 -6.6206 2.6518
H 3.6118 -4.8271 1.7069
H 3.6603 -2.1608 1.4908
H 3.2327 -0.0192 1.8440
H 2.7898 2.2064 2.9057
H -1.2158 0.9636 3.8449
H -0.7564 -1.2854 2.9628
H 1.9595 -4.3372 -5.0169
H 0.9905 -2.8382 -5.2882
H 2.7000 -2.6856 -4.9053
H 2.8910 -4.7812 -2.5855
H 3.5542 -3.1139 -2.5593
H 2.4640 -3.5968 -1.2631
H -0.0165 -5.4266 -4.2185
H -1.5855 -4.9612 -3.5082
H -0.8888 -3.9441 -4.7961
H 0.5830 -5.5442 -1.7518
H 0.4476 -4.0956 -0.6609
H -1.0086 -4.8857 -1.3036
C -6.7762 3.6778 2.6432
O -6.4112 2.9701 1.4306
C -5.1151 2.6268 1.2283
C -4.8279 1.8220 0.1040
C -3.5365 1.4289 -0.1669
C -2.4531 1.9311 0.6018
C -1.0415 1.6555 0.2607
C -0.7043 0.3210 -0.0994
C 0.2734 -0.1238 -0.9428
C -0.1269 -0.0733 -2.4514
C 0.7029 0.6698 -3.3905
C 0.2562 1.0182 -4.6426
C -1.0260 0.6907 -5.0959
C -1.8908 0.0503 -4.2123
C -1.5276 -0.2707 -2.9130
C -0.1126 2.7697 0.2553
C -0.5292 4.1352 0.3554
C 0.3686 5.1362 0.5919
C 1.7372 4.8073 0.6723
O 2.5270 5.6451 1.3820
C 3.8461 5.1974 1.7913
C 2.1817 3.5529 0.2270
C 1.2697 2.5300 0.1434
C -2.7574 2.7444 1.7144
C -4.0566 3.0742 2.0488
H -7.8627 3.7079 2.5753
H -6.4621 3.1294 3.5443
H -6.3616 4.6972 2.6539
H -5.6592 1.5208 -0.5240
H -3.3061 0.7902 -1.0234
H -1.5159 -0.3959 0.0989
H 1.3063 -0.3519 -0.7315
H 1.6745 1.0022 -3.0434
H 0.8753 1.5935 -5.3212
H -1.3538 0.9748 -6.0980
H -2.9010 -0.1842 -4.5800
H -2.2903 -0.6757 -2.2384
H -1.5856 4.3882 0.2746
H 0.0458 6.1449 0.8053
H 4.2218 6.0181 2.4059
H 3.7944 4.2726 2.3887
H 4.4884 5.0360 0.9145
H 3.2392 3.3403 0.0837
H 1.6204 1.5126 0.0262
H -1.9318 3.1324 2.3184
H -4.2421 3.6954 2.9274
*
```

Summary:
* energy relative to the best compared isomer or geometry (same formula, charge and spin): 3.045 eV
* lowest unoccupied orbital energy: -0.1 eV
* frontier orbital gap: 5.57 eV
* total energy: -2611.012297 a.u.
* E_HOMO: -5.72 eV

---

[2]
DFT (wB97M-V/def2-TZVPD) results for C41H42KN5O2S5Si as an isolated structure.

Geometry as ORCA input:
```
! wB97M-V def2-TZVPD RIJCOSX def2/J DEFGRID3
* xyz -2 1
K 0.4406 0.5009 1.2645
C -2.9299 3.3904 1.5201
C -4.1095 2.4772 1.8434
S -3.5514 0.8114 2.3375
C -5.1340 -0.0827 2.2413
C -5.7088 -0.2665 0.8416
S -4.5389 -1.1118 -0.2771
C -4.8402 -0.1223 -1.7803
C -3.6786 -0.1904 -2.7578
S -2.0871 0.4315 -2.1341
C -2.2556 2.2206 -2.3969
C -2.8734 2.9839 -1.2352
S -1.8071 2.8094 0.2330
H -2.2981 3.4836 2.4037
H -3.2946 4.3805 1.2362
H -4.7863 2.3790 0.9909
H -4.6626 2.9078 2.6820
H -5.8623 0.4374 2.8689
H -4.9171 -1.0523 2.6922
H -5.9555 0.6992 0.3997
H -6.6233 -0.8612 0.8966
H -4.9959 0.9104 -1.4691
H -5.7511 -0.4919 -2.2592
H -3.9286 0.3710 -3.6614
H -3.4679 -1.2229 -3.0417
H -2.8194 2.3728 -3.3202
H -1.2325 2.5688 -2.5528
H -3.8734 2.6140 -1.0071
H -2.9399 4.0471 -1.4828
S 2.5951 2.9322 0.8259
C 3.4389 2.3480 -0.5467
N 4.7159 2.4857 -0.7184
N 5.1809 1.8947 -1.9133
C 5.7174 2.6293 -2.9136
C 5.5543 4.0284 -2.9484
C 6.0858 4.7687 -3.9855
C 6.7982 4.1600 -5.0150
C 6.9657 2.7801 -4.9851
C 6.4436 2.0209 -3.9552
N 2.5799 1.8687 -1.5089
N 2.2674 0.6758 -1.6243
C 1.4890 0.3702 -2.7523
C 1.0771 -0.9578 -2.8779
C 0.4390 -1.3885 -4.0256
C 0.1786 -0.5010 -5.0596
C 0.5725 0.8282 -4.9370
C 1.2313 1.2619 -3.8028
H 5.3007 0.8972 -1.9156
H 4.9971 4.4901 -2.1441
H 5.9396 5.8428 -4.0016
H 7.2056 4.7440 -5.8313
H 7.5203 2.2894 -5.7773
H 6.5813 0.9447 -3.9468
H 1.2672 -1.6391 -2.0560
H 0.1451 -2.4278 -4.1089
H -0.3430 -0.8327 -5.9496
H 0.3847 1.5257 -5.7454
H 1.5758 2.2837 -3.7123
C 2.3402 -5.6756 -2.5165
C 1.0989 -6.1723 -2.1437
C 0.3438 -5.5292 -1.1722
C 0.7948 -4.3723 -0.5166
C 2.0539 -3.8923 -0.9228
C 2.8096 -4.5208 -1.8956
Si -0.1837 -3.2884 0.6851
C -1.3992 -4.2053 1.8011
C -2.1330 -5.3611 1.4952
C -3.0893 -5.8789 2.3586
C -3.3615 -5.2527 3.5664
C -2.6604 -4.0932 3.8902
C -1.7082 -3.5849 3.0255
H 2.9308 -6.1730 -3.2774
H 0.7115 -7.0689 -2.6181
H -0.6267 -5.9404 -0.9240
H 2.4436 -2.9911 -0.4561
H 3.7710 -4.1077 -2.1823
H 0.8818 -2.8861 1.6514
H -1.9593 -5.8750 0.5581
H -3.6290 -6.7800 2.0834
H -4.1052 -5.6563 4.2445
H -2.8643 -3.5847 4.8270
H -1.1777 -2.6757 3.2970
O 0.9014 -0.4185 3.5328
C 0.5526 0.6370 4.0512
N -0.3455 1.5103 3.5378
C -0.4518 2.5855 4.3638
O -1.1938 3.5541 4.2437
C 0.4834 2.4078 5.5361
C 0.7623 3.2051 6.6232
C 1.6698 2.7214 7.5646
C 2.2595 1.4732 7.4044
C 1.9747 0.6799 6.2934
C 1.0858 1.1739 5.3634
H 0.2902 4.1740 6.7312
H 1.9194 3.3212 8.4323
H 2.9545 1.1159 8.1555
H 2.4324 -0.2932 6.1653
*
```

Summary:
* energy relative to the best compared isomer or geometry (same formula, charge and spin): 1.506 eV
* lowest unoccupied orbital energy: 3.5 eV
* frontier orbital gap: 4.17 eV
* total energy: -4892.214892 a.u.
* E_HOMO: -0.69 eV

---

[3]
DFT (wB97M-V/def2-TZVPD) results for C41H42N2O3S as an isolated structure.

Geometry as ORCA input:
```
! wB97M-V def2-TZVPD RIJCOSX def2/J DEFGRID3
* xyz 0 1
C -5.0610 -1.6614 -4.1697
C -4.7946 -3.0282 -4.7836
N -3.4075 -3.4188 -4.7643
C -3.1084 -4.5162 -5.6500
C -1.7960 -5.2242 -5.3437
C -0.6815 -4.2346 -5.0174
C -1.1213 -3.2571 -3.9740
C -2.4980 -2.8736 -3.9144
C -2.9094 -1.9301 -2.9303
C -2.0038 -1.4775 -1.9867
C -0.6859 -1.9873 -1.9339
C 0.1834 -1.6834 -0.8431
C -0.0160 -0.6504 0.0238
C 1.0885 -0.1028 0.8975
C 0.4870 0.7974 1.9587
C -0.1392 1.9918 1.6065
C -0.8301 2.7491 2.5517
C -0.9649 2.2705 3.8870
N -1.5913 3.0254 4.8349
C -1.9823 4.4015 4.6333
C -1.4309 5.0212 3.3633
C -1.4700 4.0480 2.1897
C -1.8719 2.5448 6.1706
C -1.8482 1.0326 6.2929
C -0.6411 0.4250 5.5865
C -0.4318 0.9943 4.2208
C 0.2761 0.2891 3.2504
C -0.2431 -2.7849 -3.0222
C -4.3339 -1.5006 -2.8411
H -4.7289 -0.8799 -4.8655
H -6.1372 -1.5480 -4.0149
H -5.3903 -3.7909 -4.2504
H -5.1352 -3.0393 -5.8271
H -3.9383 -5.2366 -5.5982
H -3.0900 -4.1332 -6.6852
H -1.9470 -5.8926 -4.4859
H -1.5188 -5.8380 -6.2053
H 0.1967 -4.7790 -4.6536
H -0.3813 -3.7029 -5.9333
H -2.3251 -0.7483 -1.2420
H 1.0851 -2.2849 -0.7574
H -0.9816 -0.1400 0.0829
H 1.6840 -0.9070 1.3342
H -0.1022 2.3584 0.5773
H -3.0847 4.4497 4.6335
H -1.6537 4.9826 5.5074
H -2.0071 5.9192 3.1373
H -0.3959 5.3333 3.5392
H -0.9440 4.4785 1.3344
H -2.5154 3.8854 1.8808
H -1.1349 2.9834 6.8661
H -2.8547 2.9323 6.4755
H -1.8368 0.7691 7.3513
H -2.7656 0.6197 5.8621
H 0.2674 0.5896 6.1859
H -0.7696 -0.6602 5.5056
H 0.6850 -0.6967 3.5027
H 0.8176 -3.0507 -3.0780
H -4.3735 -0.4539 -2.5188
H -4.8461 -2.0913 -2.0626
C 3.9774 -0.6862 4.3633
C 4.1748 -1.4233 3.1856
C 4.0024 -0.8020 1.9391
C 3.5234 0.5072 1.8892
S 1.9573 0.5197 -0.4874
C 3.1821 1.1620 0.5678
C 4.4425 1.1327 -0.3756
O 5.5050 0.6485 -0.0118
C 4.2008 1.5279 -1.7930
C 3.1664 2.4042 -2.1939
C 2.5640 2.2061 -3.4357
C 3.1465 1.3358 -4.3527
C 4.3838 0.7410 -4.0647
C 4.9291 0.8615 -2.7851
O 2.5408 -0.5808 -1.2059
O 1.1651 1.5428 -1.1110
C 3.4111 1.2657 3.0548
C 3.5631 0.6471 4.2969
H 4.1230 -1.1592 5.3312
H 4.4760 -2.4736 3.2157
H 4.2460 -1.3366 1.0136
H 2.8854 2.2064 0.7119
H 2.8932 3.2274 -1.5331
H 1.6035 2.6778 -3.6408
H 2.6206 1.1227 -5.2836
H 4.8875 0.1358 -4.8223
H 5.8498 0.3435 -2.5107
H 3.1745 2.3250 2.9547
H 3.3538 1.2336 5.1924
*
```

Summary:
* lowest unoccupied orbital energy: 0.5 eV
* frontier orbital gap: 7.07 eV
* total energy: -2320.891914 a.u.
* E_HOMO: -6.56 eV

---

[4]
DFT (wB97M-V/def2-TZVPD) results for C41H43BrN4O5S2Sc as an isolated structure.

Geometry as ORCA input:
```
! wB97M-V def2-TZVPD RIJCOSX def2/J DEFGRID3
* xyz -1 1
Sc -0.2554 -0.6929 -0.0438
C 3.5342 -1.7122 2.5602
C 2.4735 -1.9352 1.5064
O 1.4694 -1.1640 1.5422
C 2.6716 -2.8881 0.5061
C 1.6512 -3.0172 -0.4547
C 1.9688 -3.2569 -1.9058
N 0.3755 -2.9156 -0.1620
N -0.0183 -3.2811 1.1331
C -0.8747 -2.5543 1.7599
O -1.2976 -1.3502 1.4036
C -1.4676 -3.1171 3.0029
C -2.1187 -2.2638 3.8883
C -2.6916 -2.7657 5.0502
C -2.6244 -4.1241 5.3299
C -1.9764 -4.9780 4.4440
C -1.3998 -4.4781 3.2870
H 4.4806 -1.4207 2.0967
H 3.7021 -2.6319 3.1245
H 3.2033 -0.9281 3.2407
H 3.6457 -3.3425 0.3682
H 2.5725 -4.1636 -1.9910
H 2.5508 -2.4377 -2.3380
H 1.0464 -3.3930 -2.4684
H -2.1573 -1.2070 3.6544
H -3.1931 -2.0947 5.7379
H -3.0710 -4.5164 6.2360
H -1.9264 -6.0394 4.6562
H -0.8866 -5.1251 2.5874
N -1.6730 1.2052 -0.0300
C -2.8571 1.7474 -0.7207
C -2.5046 2.3778 -2.0595
C -2.1097 1.3911 -3.1759
C -0.6228 1.3310 -3.5323
N 0.0722 0.2576 -2.8093
H -1.9976 0.8116 0.8521
H -1.0659 1.9738 0.2405
H -3.3191 2.5138 -0.0922
H -3.5741 0.9390 -0.8548
H -1.7012 3.1105 -1.9037
H -3.3794 2.9462 -2.3842
H -2.6611 1.6475 -4.0830
H -2.4333 0.3869 -2.8917
H -0.1445 2.2798 -3.2719
H -0.5220 1.2187 -4.6168
H 1.0369 0.1996 -3.1124
H -0.3786 -0.6304 -3.0060
Br -4.4313 -5.6636 -6.0464
C -3.9304 -4.4733 -4.6477
C -4.9151 -3.9257 -3.8424
C -4.5408 -3.0565 -2.8271
C -3.2041 -2.7414 -2.6194
C -2.2364 -3.3096 -3.4381
C -2.5915 -4.1787 -4.4626
C -2.8277 -1.7720 -1.5144
O -3.7155 -1.2818 -0.8288
O -1.5707 -1.5127 -1.4584
H -5.9549 -4.1729 -4.0081
H -5.2774 -2.6053 -2.1751
H -1.1966 -3.0721 -3.2542
H -1.8405 -4.6225 -5.1029
O 1.3142 0.6485 -0.3470
S 2.2933 1.1699 0.7143
C 3.8618 0.7904 -0.1631
C 5.0560 1.0577 0.4915
C 6.2622 0.7463 -0.1181
C 6.2734 0.1494 -1.3740
C 5.0749 -0.1431 -2.0110
C 3.8669 0.1739 -1.4026
C 2.3697 2.9138 0.2989
C 2.9952 3.7937 1.1649
C 3.0411 5.1416 0.8436
C 2.4537 5.6036 -0.3290
C 1.8096 4.7128 -1.1790
C 1.7632 3.3608 -0.8641
H 5.0439 1.5032 1.4823
H 7.1943 0.9579 0.3910
H 7.2159 -0.0928 -1.8498
H 5.0804 -0.6265 -2.9804
H 2.9203 -0.0617 -1.8714
H 3.4139 3.4363 2.0999
H 3.5237 5.8371 1.5190
H 2.4866 6.6586 -0.5713
H 1.3356 5.0703 -2.0856
H 1.2548 2.6428 -1.4979
S 0.2580 1.6241 2.4727
C -0.7729 3.0224 2.7369
C -1.4917 3.1537 3.9387
C -2.3390 4.2295 4.1599
C -2.5018 5.2190 3.1927
C -1.7846 5.1182 2.0097
C -0.9291 4.0436 1.7875
H -1.3707 2.3805 4.6891
H -2.8824 4.2965 5.0962
H -3.1732 6.0527 3.3614
H -1.8879 5.8845 1.2485
H -0.3479 4.0057 0.8711
*
```

Summary:
* energy relative to the best compared isomer or geometry (same formula, charge and spin): 3.283 eV
* lowest unoccupied orbital energy: 2.2 eV
* frontier orbital gap: 6.39 eV
* total energy: -6314.727265 a.u.
* E_HOMO: -4.21 eV

---

[5]
DFT (wB97M-V/def2-TZVPD) results for C41H43F6N11O4Pb as an isolated structure.

Geometry as ORCA input:
```
! wB97M-V def2-TZVPD RIJCOSX def2/J DEFGRID3
* xyz 0 1
Pb 0.6333 0.0266 1.0315
O 5.7918 -1.1538 -0.9373
C 5.2009 -0.7108 -2.0586
C 5.7630 -1.0908 -3.2786
C 5.2173 -0.6501 -4.4682
C 4.0970 0.1807 -4.4722
C 3.5265 0.5435 -3.2682
C 4.0530 0.1043 -2.0502
C 3.3207 0.4573 -0.8032
O 2.1741 0.9713 -0.8789
N 3.9566 0.1748 0.3527
N 3.1349 0.3843 1.4040
C 3.6082 0.5295 2.5763
C 2.6922 0.9028 3.6688
C 3.1759 1.1147 4.9536
C 2.3106 1.5722 5.9324
C 0.9857 1.8036 5.6027
C 0.5787 1.5468 4.3050
N 1.4045 1.1109 3.3574
H 5.3393 -0.6960 -0.1835
H 6.6402 -1.7274 -3.2609
H 5.6745 -0.9481 -5.4054
H 3.6775 0.5354 -5.4058
H 2.6472 1.1741 -3.2374
H 4.6799 0.4782 2.7707
H 4.2197 0.9209 5.1683
H 2.6642 1.7470 6.9404
H 0.2776 2.1622 6.3377
H -0.4545 1.7014 4.0045
N -2.6189 0.3026 2.9670
C -3.6350 -0.4262 2.1953
C -3.2277 -0.6194 0.7459
N -1.9899 -1.4011 0.5714
H -2.9441 0.3971 3.9197
H -1.7887 -0.2930 3.0403
H -4.5609 0.1535 2.1968
H -3.8558 -1.4056 2.6321
H -3.0703 0.3674 0.2941
H -4.0753 -1.0822 0.2321
H -2.1113 -2.1303 -0.1204
H -1.6928 -1.8483 1.4415
N 6.0608 -4.6034 0.9736
C 5.0311 -4.2637 0.5900
C 3.7276 -3.8719 0.1234
C 3.0843 -4.5816 -0.8846
C 1.8072 -4.2005 -1.2480
C 1.2381 -3.1060 -0.6188
N 1.8687 -2.3899 0.3140
C 3.0810 -2.7835 0.6944
H 3.5821 -5.4128 -1.3661
H 1.2559 -4.7423 -2.0062
H 0.2318 -2.7769 -0.8617
H 3.5502 -2.2309 1.4986
C -4.8062 3.9767 -3.9137
C -5.1399 2.5144 -4.1913
N -4.1717 1.5850 -3.5994
C -4.6143 0.8334 -2.4316
C -4.8652 1.7256 -1.2199
C -2.9958 1.4325 -4.2685
O -2.7876 2.0107 -5.3275
C -1.8983 0.5534 -3.7260
C -1.1721 -0.1894 -4.6504
C -0.0213 -0.8379 -4.2443
C 0.3785 -0.7107 -2.9214
N -0.3210 -0.0347 -2.0121
C -1.4309 0.5870 -2.4189
H -5.5688 4.6256 -4.3506
H -3.8442 4.2261 -4.3603
H -4.7573 4.1739 -2.8402
H -5.1471 2.3502 -5.2667
H -6.1226 2.2586 -3.7940
H -3.8790 0.0709 -2.1949
H -5.5420 0.3170 -2.6926
H -3.9638 2.2881 -0.9602
H -5.1582 1.1195 -0.3607
H -5.6680 2.4385 -1.4184
H -1.4994 -0.2103 -5.6824
H 0.5838 -1.3970 -4.9471
H 1.3198 -1.1334 -2.5898
H -1.9453 1.1742 -1.6598
N 0.3044 5.5187 -3.0686
C -0.1340 4.9955 -2.1430
C -0.6984 4.3469 -0.9879
C -1.8000 4.8853 -0.3304
C -2.3177 4.2072 0.7565
C -1.7280 3.0146 1.1504
N -0.6583 2.5040 0.5283
C -0.1484 3.1581 -0.5174
H -2.2361 5.8152 -0.6710
H -3.1754 4.5906 1.2945
H -2.1277 2.4199 1.9675
H 0.7178 2.7079 -0.9974
C 0.7142 -4.0050 2.8751
C 0.1551 -2.7753 3.6112
O -0.1045 -1.6821 2.8402
C 1.1819 -2.4181 4.7201
F 1.4048 -3.4112 5.6038
F 0.8176 -1.3346 5.4249
F 2.3792 -2.1280 4.1482
C -1.1640 -3.2569 4.2908
F -1.7366 -2.3009 5.0485
F -2.0572 -3.5882 3.3238
F -1.0375 -4.3443 5.0727
H 1.6936 -3.7672 2.4760
H 0.0463 -4.2622 2.0529
H 0.8082 -4.8545 3.5500
*
```

Summary:
* energy relative to the best compared isomer or geometry (same formula, charge and spin): 0.180 eV
* lowest unoccupied orbital energy: -0.4 eV
* frontier orbital gap: 7.77 eV
* total energy: -3283.584979 a.u.
* E_HOMO: -8.14 eV

---

Q: Which value of total energy does entry 2 give?
A: -4892.214892 a.u.